17
Properties=species:S:1:pos:R:3:forces:R:3 method="wB97M-V/def2-TZVPD" charge=0 spin_multiplicity=1 orbital_gap_ev=8.34 energy_ha=-309.73760 largest_force_ev_per_a=0.24
C -1.968 -0.738 -0.084 0.0 0.0 0.0
C -0.580 -0.508 0.406 -0.1 -0.2 -0.1
O -0.385 -0.341 1.655 0.1 0.0 -0.1
C 0.050 1.512 -0.595 0.1 0.1 -0.1
C 1.283 1.311 0.005 0.0 -0.1 0.2
C 1.692 -0.002 0.306 0.1 0.1 -0.2
C 0.707 -0.997 -0.278 -0.1 0.0 0.0
H -2.260 -1.767 0.162 0.1 0.1 0.0
H -2.035 -0.616 -1.168 0.0 0.0 0.1
H -2.662 -0.059 0.415 0.1 -0.1 -0.1
H 0.754 -0.068 1.529 -0.1 0.0 0.0
H -0.251 0.911 -1.449 0.0 0.0 0.2
H -0.413 2.497 -0.559 0.1 -0.1 0.0
H 1.825 2.147 0.450 -0.1 -0.1 -0.1
H 2.722 -0.268 0.529 -0.2 0.1 0.0
H 0.918 -2.023 0.047 0.0 0.1 0.0
H 0.604 -0.991 -1.371 0.0 0.0 0.1